Record 1
Entry from the OMol25 dataset: a structure of composition C28H33ClN3O2OsSe2 (ωB97M-V with the def2-TZVPD basis set).

HOMO level (alpha / beta) = -10.93 / -10.94 eV
energy above the lowest of the compared OMol25 structures with the same formula, charge and spin = 42.6 kcal per mole
HOMO-LUMO gap (alpha / beta) = 4.038 / 4.041 eV
molar mass = 827.19 u
total energy = -6754.909255 a.u.
total charge = +1
strongest force on any atom = 2.02 eV/Å

Positions of all 70 atoms, in Å:
Os: 0.58229 -0.60971 0.20598
C: -2.09104 -1.81454 2.65597
C: -0.96811 -1.49988 3.60387
C: -0.91440 -2.17369 4.81898
C: 0.08856 -1.91371 5.73600
C: 1.02362 -0.93318 5.45952
C: 0.98752 -0.21308 4.26824
C: 1.93217 0.94970 4.12323
C: 0.01078 -0.54288 3.31806
N: 0.01936 0.11086 2.02806
C: -0.30377 1.45764 2.05996
O: -0.68932 2.07948 3.02265
C: -0.12966 2.15229 0.72834
C: -0.35694 3.48178 0.45211
C: -0.20574 3.90625 -0.86859
C: 0.14587 3.01324 -1.87738
C: 0.36613 1.69949 -1.52269
N: 0.23733 1.33741 -0.25320
C: 0.67729 0.54951 -2.45485
O: 0.81702 0.72688 -3.63645
N: 0.72176 -0.68366 -1.80094
C: 0.76265 -1.83785 -2.67730
C: -0.38792 -2.19752 -3.38636
C: -1.63768 -1.36920 -3.34318
C: -0.34655 -3.33081 -4.19106
C: 0.81087 -4.07993 -4.30691
C: 1.95133 -3.68656 -3.62955
C: 1.95146 -2.55994 -2.81284
C: 3.23053 -2.13392 -2.15060
H: -2.59496 -2.73442 2.95519
H: -1.76486 -1.92998 1.62347
H: -2.83770 -1.01786 2.66895
H: -1.67356 -2.91523 5.04134
H: 0.12845 -2.45747 6.67124
H: 1.78727 -0.69364 6.19056
H: 2.87561 0.74620 4.62906
H: 1.48682 1.83578 4.58002
H: 2.15171 1.21401 3.09297
H: -0.64949 4.15036 1.25029
H: -0.37795 4.94597 -1.11544
H: 0.24436 3.30963 -2.91253
H: -1.87821 -1.06378 -2.32829
H: -2.48456 -1.93049 -3.73628
H: -1.52589 -0.46473 -3.94605
H: -1.23623 -3.61691 -4.74063
H: 0.82969 -4.95902 -4.93858
H: 2.86863 -4.25320 -3.73906
H: 4.03588 -2.81859 -2.41142
H: 3.15569 -2.11892 -1.06146
H: 3.51964 -1.12974 -2.46368
C: 0.70930 -3.66772 2.14250
Se: 0.90075 -2.95614 0.35459
C: -2.20313 -3.86950 -0.61131
C: -3.39459 -3.28898 -0.65659
Se: -2.84924 0.12449 -0.24701
C: -3.63030 1.13304 1.21174
H: 1.25134 -4.60981 2.15307
H: -0.35220 -3.84829 2.31545
H: 1.08236 -2.96479 2.88385
H: -1.90582 -4.46798 0.24550
H: -1.50630 -3.81572 -1.44249
H: -4.10257 -3.37805 0.16016
H: -3.71775 -2.72358 -1.52178
H: -4.47685 0.56270 1.59169
H: -4.02047 2.05614 0.78154
H: -2.92120 1.34924 2.00412
Cl: 3.31809 1.05318 -0.57358
C: 2.58518 -0.10764 0.53977
H: 2.59794 0.34732 1.51772
H: 3.19978 -0.99884 0.54612

Results of the Löwdin charge analysis, in e, for atoms 1 through 5:
1 Os 1.2686
2 C -0.0659
3 C -0.2394
4 C -0.0461
5 C -0.0556

---

Record 2
Entry from the OMol25 dataset: a cluster of 6 separate species, C28H33F10N6 in total (ωB97M-V with the def2-TZVPD basis set).

HOMO level = -8.95 eV
HOMO-LUMO gap = 4.296 eV
molar mass = 643.59 u
total energy = -2413.342168 a.u.
total charge = +1
strongest force on any atom = 5.89 eV/Å

Positions of all 77 atoms, in Å:
F: -5.56799 -2.59776 1.96399
C: -5.82293 -1.14687 1.79286
C: -7.43790 -1.16531 1.35755
C: -7.30627 -1.72390 -0.20656
N: -5.98850 -1.04782 -0.64119
C: -5.20970 -1.66591 -1.78999
F: -4.52574 -0.55460 -2.48691
F: -6.27884 -2.12611 -2.75941
C: -4.33204 -2.97847 -1.45040
F: -5.08025 -3.98621 -0.60771
F: -4.10341 -3.69996 -2.75914
C: -2.87618 -2.79841 -0.76302
F: -2.90753 -2.49998 0.71826
F: -2.22558 -4.16467 -0.82643
C: -1.81915 -1.79663 -1.50694
F: -1.88574 -1.78489 -2.98604
F: -0.41117 -2.21066 -1.15889
F: -1.92348 -0.36239 -1.06577
C: -5.20370 -0.35351 0.48894
H: -5.53563 -0.50674 2.74801
H: -7.73411 -0.04391 1.51274
H: -8.11574 -1.94123 1.95814
H: -8.08198 -1.23958 -0.94450
H: -7.30850 -2.87880 -0.03177
H: -6.39206 -0.18648 -1.12187
H: -4.04609 -0.23535 0.36955
H: -5.68236 0.71678 0.61467
N: 0.75380 1.39679 -0.75868
C: 0.88178 2.76133 -0.77323
C: 1.82934 3.10996 0.16314
C: 2.29342 1.91307 0.75924
C: 1.61457 0.87054 0.16913
H: 0.12356 0.86179 -1.34195
H: 0.28809 3.36591 -1.44570
H: 2.15237 4.11739 0.39130
H: 3.04265 1.82146 1.53495
H: 1.66926 -0.19779 0.33053
N: -6.85700 -3.76022 4.33528
C: -6.63005 -3.17161 5.55207
C: -7.77326 -3.30316 6.30836
C: -8.72102 -4.00087 5.52210
C: -8.12775 -4.27328 4.30976
H: -6.19076 -3.80919 3.57544
H: -5.67763 -2.70939 5.77443
H: -7.90945 -2.93729 7.31777
H: -9.72767 -4.27565 5.80956
H: -8.50054 -4.78577 3.43298
N: 2.83088 -4.48481 -1.83787
C: 3.34707 -5.55976 -2.51356
C: 2.34347 -6.09760 -3.28797
C: 1.18270 -5.31589 -3.07636
C: 1.51292 -4.32528 -2.17882
H: 3.34260 -3.90016 -1.18983
H: 4.38113 -5.85013 -2.38462
H: 2.43757 -6.95911 -3.93627
H: 0.21075 -5.45966 -3.53036
H: 0.92408 -3.52346 -1.75370
N: 5.45749 3.23711 -0.83990
C: 6.82486 3.20174 -0.75287
C: 7.30780 4.43273 -1.13711
C: 6.19206 5.24083 -1.46165
C: 5.06227 4.47835 -1.26633
H: 4.83709 2.46802 -0.62258
H: 7.33588 2.30556 -0.42737
H: 8.35094 4.71826 -1.17799
H: 6.21068 6.26854 -1.80067
H: 4.01381 4.71176 -1.39519
N: 10.51992 6.66219 0.30624
C: 11.88595 6.76608 0.26483
C: 12.22143 7.53482 -0.82728
C: 11.01495 7.91276 -1.46352
C: 9.97999 7.36268 -0.74089
H: 9.99272 6.14967 1.00123
H: 12.50076 6.28408 1.01309
H: 13.22647 7.79625 -1.13203
H: 10.91214 8.52126 -2.35270
H: 8.90845 7.40854 -0.88256

Results of the Löwdin charge analysis, in e, for atoms 1 through 5:
1 F -0.0871
2 C -0.1591
3 C -0.0560
4 C -0.0426
5 N -0.0381

---

Record 3
Entry from the OMol25 dataset: a cluster of 11 separate species, C28H33F6N5O18 in total (ωB97M-V with the def2-TZVPD basis set).

HOMO level = -11.25 eV
energy above the lowest of the compared OMol25 structures with the same formula, charge and spin = 79.2 kcal per mole
HOMO-LUMO gap = 11.212 eV
molar mass = 841.58 u
total energy = -3313.994270 a.u.
SMILES string = O=C1OC[C@@H](F)O1.O=C1OC[C@@H](F)O1.O=C1OC[C@@H](F)O1.O=C1OC[C@@H](F)O1.O=C1OC[C@@H](F)O1.O=C1OC[C@@H](F)O1.CC#N.CC#N.CC#N.CC#N.CC#N
total charge = 0
strongest force on any atom = 5.80 eV/Å

Positions of all 90 atoms, in Å:
O: 22.27348 -4.19987 -1.18844
C: 21.04644 -4.37303 -0.97090
O: 20.19769 -3.33125 -0.48742
C: 18.90647 -3.83596 -0.44735
C: 19.01835 -5.11306 -1.34282
F: 18.52966 -4.85429 -2.56459
O: 20.33156 -5.45873 -1.34188
H: 18.54979 -4.02028 0.56601
H: 18.17101 -3.08088 -0.72491
H: 18.39354 -5.93052 -0.98301
O: 14.07800 -12.80885 -2.48157
C: 14.81324 -13.46320 -1.68732
O: 16.08851 -13.35024 -1.46153
C: 16.49276 -14.32148 -0.58412
C: 15.31551 -15.09007 -0.07311
F: 15.20874 -14.72837 1.21026
O: 14.29488 -14.47711 -0.87925
H: 17.11540 -14.97049 -1.19989
H: 17.12251 -13.94861 0.22364
H: 15.39886 -16.17651 -0.10103
O: 16.62517 -9.61542 1.37572
C: 17.50743 -9.90589 0.62737
O: 18.24424 -8.94107 0.07799
C: 19.18131 -9.42088 -0.87452
C: 19.02064 -10.92513 -0.66059
F: 20.08896 -11.36282 -0.07755
O: 17.95825 -11.10013 0.21311
H: 18.89325 -9.05628 -1.86052
H: 20.14021 -8.96271 -0.63226
H: 18.85149 -11.48461 -1.58062
O: 9.49787 -1.65405 -4.11945
C: 10.19795 -2.52243 -3.57362
O: 10.89518 -2.33296 -2.46161
C: 11.86072 -3.39394 -2.26728
C: 11.30680 -4.50085 -3.17494
F: 10.53015 -5.38281 -2.48581
O: 10.41308 -3.79860 -4.01284
H: 12.82834 -3.00345 -2.58245
H: 11.88451 -3.63968 -1.20561
H: 12.09010 -5.04376 -3.70390
O: 17.05618 -7.29866 -2.52955
C: 15.98036 -7.80264 -2.72860
O: 15.42610 -8.80720 -2.05514
C: 14.24854 -9.19773 -2.72483
C: 13.96583 -8.19070 -3.79115
F: 12.97187 -7.38148 -3.38102
O: 15.19005 -7.46201 -3.78530
H: 14.40607 -10.19346 -3.13931
H: 13.37696 -9.17057 -2.07083
H: 13.76320 -8.55421 -4.79857
O: 12.71518 -8.69337 -7.21658
C: 12.56298 -9.44554 -8.19666
O: 13.54935 -9.68144 -9.11810
C: 13.09281 -10.51385 -10.21669
C: 11.80324 -11.12798 -9.55683
F: 12.11485 -12.32698 -9.09993
O: 11.47586 -10.26015 -8.43191
H: 12.92980 -9.97449 -11.14977
H: 13.72551 -11.36288 -10.47542
H: 11.04772 -11.31693 -10.31945
C: 15.90726 -4.16227 -4.73510
C: 16.79183 -3.55007 -5.65604
N: 17.54880 -3.08831 -6.39347
H: 16.39700 -4.24396 -3.76474
H: 15.70885 -5.20907 -4.96517
H: 14.93243 -3.68234 -4.64858
C: 12.85658 -11.72955 -5.63247
C: 12.40871 -13.13664 -5.60961
N: 12.00399 -14.22983 -5.59880
H: 12.04587 -11.04201 -5.87359
H: 13.70212 -11.72273 -6.32029
H: 13.20989 -11.37730 -4.66334
C: 15.18908 -7.51374 -7.86373
C: 16.67122 -7.33378 -7.82781
N: 17.81408 -7.17354 -7.90943
H: 14.98843 -7.53878 -8.93480
H: 14.74073 -6.63122 -7.40738
H: 14.96367 -8.44581 -7.34553
C: 8.56768 -9.26872 -2.69995
C: 9.82390 -9.63489 -2.09045
N: 10.78351 -9.96495 -1.59702
H: 8.73948 -9.42770 -3.76451
H: 8.45580 -8.19730 -2.53359
H: 7.77072 -9.86158 -2.25111
C: 18.61280 -10.35404 -5.50680
C: 17.25740 -10.74197 -5.18062
N: 16.14599 -11.03769 -4.85627
H: 19.23127 -9.91302 -4.72508
H: 18.58580 -9.85785 -6.47694
H: 19.31859 -11.15724 -5.71858

Results of the Löwdin charge analysis, in e, for atoms 1 through 5:
1 O 0.1141
2 C -0.3977
3 O 0.0547
4 C -0.0893
5 C -0.3551

---

Record 4
Entry from the OMol25 dataset: a structure of composition C28H33HfN2O (ωB97M-V with the def2-TZVPD basis set).

HOMO level = -9.92 eV
energy above the lowest of the compared OMol25 structures with the same formula, charge and spin = 0.0 kcal per mole
HOMO-LUMO gap = 6.194 eV
molar mass = 592.08 u
total energy = -1319.321286 a.u.
total charge = +1
strongest force on any atom = 5.81 eV/Å

Positions of all 65 atoms, in Å:
C: 2.50524 -0.40392 2.45077
C: 2.63031 -1.00067 1.12430
C: 2.41247 0.01248 0.15233
H: 2.95990 -2.01434 0.89620
C: 2.18589 1.24354 0.81157
C: 2.24217 1.02452 2.23088
H: 2.08759 2.21540 0.31141
C: -0.99719 -1.98817 2.53012
C: 0.22622 -2.52114 1.94141
C: 0.05328 -2.42659 0.50172
H: 1.03549 -3.01255 2.48133
C: -1.29852 -2.03091 0.21446
C: -1.93159 -1.77515 1.45226
H: 2.53788 -0.09498 -0.93269
H: 2.21498 1.80582 2.99024
H: 2.73498 -0.87329 3.40540
H: -2.98511 -1.49996 1.56636
H: 0.73420 -2.84565 -0.24414
H: -1.26202 -2.02782 3.58447
Hf: 0.42719 -0.31501 1.79493
C: -1.98568 -2.01211 -1.15169
C: -3.33885 -2.74228 -1.03291
C: -1.14384 -2.69386 -2.23177
H: -3.18024 -3.78306 -0.72160
H: -3.85746 -2.75433 -1.99539
H: -3.99563 -2.26516 -0.30091
H: -0.92760 -3.72861 -1.94480
H: -0.19846 -2.16398 -2.40613
H: -1.70309 -2.71406 -3.17649
C: -2.26046 -0.52572 -1.63307
C: -1.11981 0.41054 -1.91536
H: -2.94939 -0.06514 -0.88557
H: -2.87210 -0.60885 -2.57503
O: -0.29403 0.82714 -1.03915
N: -0.92044 1.00522 -3.11527
C: 0.15762 2.04066 -3.04077
H: -1.55167 0.93451 -3.91628
C: 1.53628 1.48747 -3.29172
C: 2.68969 2.15528 -2.84300
H: 2.58559 3.08270 -2.27779
C: 3.95780 1.63808 -3.12386
H: 4.85256 2.15721 -2.76942
C: 4.08819 0.46058 -3.87463
H: 5.08032 0.06422 -4.10974
C: 2.94199 -0.19536 -4.33287
H: 3.02156 -1.10701 -4.93015
C: 1.67168 0.31803 -4.04250
H: 0.76888 -0.17900 -4.39957
H: 0.16042 2.48495 -2.02894
H: -0.10262 2.82296 -3.76329
C: -2.10775 2.40779 0.98293
C: -1.79425 2.03796 2.36835
C: -2.37956 2.52211 3.53226
C: -1.72639 1.91304 4.63426
C: -0.75077 1.05316 4.13019
C: 0.22634 0.22945 4.86310
N: -0.80791 1.12610 2.74096
H: -2.47360 3.44822 0.97106
H: -2.91716 1.78374 0.56749
H: -1.23996 2.33791 0.31787
H: -3.18340 3.23864 3.54888
H: -1.90491 2.04496 5.68544
H: -0.06939 0.21729 5.92196
H: 0.25751 -0.82654 4.53360
H: 1.24664 0.64356 4.80799

Results of the Löwdin charge analysis, in e, for atoms 1 through 5:
1 C -0.2422
2 C -0.1628
3 C -0.1188
4 H 0.1311
5 C -0.1142

---

Among the records above, which one has the highest total energy?
C28H33HfN2O